193
Properties=species:S:1:pos:R:3:forces:R:3 method="wB97M-V/def2-TZVPD" orbital_gap_ev=3.521 total_charge=-2 energy_ha=-5114.192537 homo_energy_ev=-1.6931
C 0.4218 -0.9642 -7.9313 0.0629 0.7842 -0.4417
C 0.4900 0.5370 -7.5348 -0.0396 -0.0139 0.5669
C -0.4756 0.9386 -6.4071 -0.3143 0.0666 1.2149
C -1.9916 0.8402 -6.5526 -0.8095 -0.6565 -0.0924
N -2.8436 1.4729 -5.3888 0.8733 1.9113 -1.0974
C -2.5780 3.0496 -5.3348 -2.1590 -0.3723 0.9407
C -4.0211 3.5600 -5.0759 0.4463 0.8692 -1.3441
C -4.8101 2.7528 -6.0518 -0.5556 -1.1149 -0.3060
C -4.3316 1.3334 -5.6874 -0.9491 -0.0124 -0.4757
C -2.5938 0.9964 -4.0021 0.8924 -0.6785 -0.4077
H -0.5035 -1.1984 -8.4577 -0.2280 -0.1052 0.4039
H 0.5625 -1.5918 -7.0512 -0.4210 0.0745 0.0874
H 1.1953 -1.2992 -8.6224 0.2840 0.4637 -0.0486
H 0.4494 1.3304 -8.2811 -0.4481 -0.5813 -0.8660
H 1.4611 0.7767 -7.1016 0.2680 -0.4208 0.1656
H -0.2242 1.9541 -6.1008 0.0400 0.2933 -0.1056
H -0.2170 0.3412 -5.5328 0.0616 -0.2207 0.0991
H -2.3462 -0.1825 -6.6818 0.0997 -0.3341 0.7439
H -2.3779 1.2405 -7.4899 0.0416 0.9024 0.1435
H -1.9930 3.3955 -4.4825 0.6332 -0.7832 -0.2246
H -2.2165 3.4195 -6.2942 0.0633 -0.2882 0.0970
H -4.4499 3.3939 -4.0876 0.6432 0.0046 0.2497
H -4.1246 4.6130 -5.3380 0.3075 0.1992 0.3423
H -5.8768 2.9638 -5.9765 -0.1305 -0.6320 0.4090
H -4.6280 2.9396 -7.1101 0.6060 0.2801 -0.0478
H -4.8241 0.9532 -4.7924 0.1974 0.1726 0.1087
H -4.5314 0.5586 -6.4275 0.4242 -0.1046 -0.0636
H -1.5144 1.0657 -3.8680 0.0014 -0.2486 0.2728
H -2.9499 -0.0323 -3.9467 0.0264 -0.0006 0.1980
H -3.0628 1.6498 -3.2665 -0.2418 0.0195 0.0838
C 1.9470 4.4881 -3.0203 0.6772 1.0887 0.7862
C 1.9446 4.3019 -1.4641 1.2835 -0.1436 -1.1719
C 3.2592 4.8704 -0.7633 -1.0083 -1.3044 0.3624
C 3.2381 4.3782 0.7155 0.1593 1.1852 0.2188
N 4.2941 5.0322 1.6528 0.2164 1.0232 0.7793
C 4.0335 4.4975 3.1307 0.9986 0.6520 -0.9591
C 3.0803 5.5077 3.7284 0.2295 0.1023 0.4910
C 3.4908 6.9054 3.1665 -0.9155 -1.0591 0.3535
C 4.1486 6.6179 1.8187 0.1661 -0.8878 -0.3614
C 5.7288 4.7003 1.1687 -1.8382 -0.3680 0.9335
H 2.4019 5.4719 -3.1360 -0.4106 0.4069 -0.6132
H 0.9601 4.4487 -3.4813 -0.0622 0.1532 0.2910
H 2.5947 3.8520 -3.6235 0.0855 -0.5048 0.5378
H 1.8597 3.2211 -1.3509 -0.1259 0.0974 0.8358
H 1.1052 4.8498 -1.0361 -0.0742 -0.3904 -0.0960
H 3.2258 5.9573 -0.8388 -0.0272 0.0759 0.1383
H 4.1724 4.5391 -1.2576 -0.0616 -0.1854 -0.1089
H 3.3264 3.3027 0.8693 0.5339 -0.0819 -0.4540
H 2.2810 4.6099 1.1827 -0.1105 0.3312 -0.0819
H 5.0108 4.5265 3.6125 0.0547 0.1852 -0.0349
H 3.7625 3.4420 3.1533 -0.2393 0.0266 -0.4971
H 3.1695 5.5368 4.8144 0.1641 -0.2120 0.0383
H 2.0452 5.2063 3.5677 -0.0631 0.3573 -0.4652
H 4.1913 7.4062 3.8348 0.1226 -0.2358 -0.0249
H 2.5905 7.5195 3.1876 0.1201 0.1470 -0.6345
H 5.1447 7.0604 1.8351 0.1664 -0.4982 -0.1448
H 3.6799 7.0234 0.9220 -0.3470 -0.2716 0.2220
H 5.9162 5.2236 0.2311 -0.0845 -0.3162 0.0475
H 5.6546 3.6133 1.1346 0.7453 -0.2462 -0.5076
H 6.4360 4.9986 1.9426 -0.1405 0.0734 -0.0758
C 2.3362 0.5757 -2.9632 1.1243 -0.8628 -0.3057
C 1.0454 0.6399 -2.2128 0.7424 1.0318 0.7203
C 0.2467 -0.6186 -2.0383 -1.7097 0.1293 0.1025
C -0.9631 -0.3594 -1.0748 0.0235 -1.2298 -0.2490
N -1.4231 -1.5875 -0.2480 0.2202 -0.2605 -0.6009
C -2.5667 -1.1194 0.6231 -0.1287 0.1902 0.6564
C -1.8817 -0.5273 1.8916 -0.5046 1.0800 -0.4659
C -0.4300 -1.0642 1.9500 -1.3938 -0.2598 0.4190
C -0.4165 -2.0503 0.7859 1.3218 0.0370 0.3782
C -1.9263 -2.7146 -1.2006 -0.4203 1.0878 0.9602
H 3.0392 -0.0607 -2.4256 0.1026 -0.0969 0.1127
H 2.8002 1.5614 -2.9995 -0.0391 0.0704 -0.2086
H 2.3051 0.1395 -3.9616 -0.3165 0.1868 -0.2176
H 0.4933 1.4749 -2.6441 -0.7528 -0.1388 -0.0504
H 1.3741 1.0332 -1.2508 -0.3344 -0.0852 0.5293
H 0.8075 -1.5103 -1.7582 0.3108 0.2018 0.0561
H -0.2207 -0.8027 -3.0057 0.1454 -0.5642 -0.1700
H -1.8691 -0.1833 -1.6546 0.1484 0.4957 0.0588
H -0.8115 0.4899 -0.4086 -0.0392 -0.1642 0.1835
H -3.2267 -1.9384 0.9091 0.5258 -0.5313 -0.0357
H -3.2428 -0.4818 0.0534 0.4748 0.5671 0.0255
H -2.4980 -0.7874 2.7523 0.2103 -0.2062 0.0228
H -1.8845 0.5623 1.8643 -0.1576 0.0440 -0.2773
H -0.3547 -1.5720 2.9115 0.2736 -0.5190 -0.2314
H 0.3965 -0.3540 1.9747 -0.3696 0.3805 -0.5222
H -0.6793 -3.0171 1.2153 -0.3097 -0.1873 -0.6097
H 0.6029 -2.0837 0.4016 -0.2547 -0.3563 -0.6024
H -2.7581 -2.3051 -1.7739 -0.0989 0.2455 0.1039
H -2.3402 -3.4392 -0.4994 0.3526 -0.4024 -0.4003
H -1.2315 -3.0862 -1.9538 0.5307 0.0088 0.7086
C -0.4724 -1.5599 6.0456 0.7363 0.3619 -0.4490
C 0.8142 -0.6926 6.0383 -2.1308 1.2500 -1.6205
O 1.0659 0.3121 5.3993 -0.0797 -2.9114 2.1547
N 1.8778 -1.2532 7.0182 0.8290 0.0522 -1.0017
H 2.2608 -0.4608 7.5137 0.8381 0.6026 -0.4714
H 1.4572 -1.7487 7.7913 -0.5300 -0.9317 -0.2185
C 2.9324 -2.1405 6.2433 -0.7477 -0.0322 1.4494
H -1.2727 -1.1860 5.4070 0.2766 0.5340 0.0852
H -0.8937 -1.7969 7.0225 0.2968 0.3983 0.3000
H -0.2868 -2.5507 5.6312 0.5486 -0.4991 -0.2438
H 3.7394 -2.3662 6.9404 0.0908 0.4414 -0.1007
H 3.2617 -1.6465 5.3292 -0.2204 0.1110 0.2216
H 2.4260 -3.0941 6.0941 -0.1697 0.2061 -0.4624
C -2.0572 3.2945 -0.7072 -3.0767 -2.9745 0.5543
O -1.6174 2.9905 0.6211 2.5084 0.5319 0.1576
O -3.0941 2.3697 -0.9098 1.6859 3.1406 -0.7238
C -2.2922 4.8778 -0.7325 -1.7373 -2.4362 0.9020
F -1.1655 5.5476 -0.6143 1.9244 0.9301 -0.4040
F -2.8751 5.2196 -1.8706 -0.2458 0.5598 -1.2104
F -3.0595 5.3756 0.2548 -0.3908 -0.3539 0.1659
C -0.2048 3.1722 0.9151 -1.2430 0.6577 -1.0947
C -0.0959 2.9572 2.3410 0.1289 -0.5526 2.6295
H 0.9251 3.0173 2.7179 0.2486 0.1436 -0.0509
H -0.7097 3.6861 2.8702 0.0299 0.1491 0.0499
H -0.4605 1.9903 2.6878 -0.0271 -0.1672 -0.2823
H 0.1323 4.1932 0.7362 -0.2467 0.3232 -0.2956
H 0.5034 2.5651 0.3513 -0.3836 -0.6247 -0.3800
H -1.2877 3.0857 -1.4504 1.0041 0.4013 -0.2915
C 4.8596 0.3084 1.6500 2.3670 2.1235 2.6304
O 5.1086 1.1153 0.4842 0.1023 -1.0981 -2.2674
O 5.5396 1.0011 2.6606 -2.7351 -1.1073 -0.8344
C 3.2828 0.0528 1.7379 3.1243 -1.2534 1.6024
F 2.9666 -0.6035 2.9144 0.2336 0.1297 -0.4868
F 2.5727 1.1294 1.7506 -1.4637 2.2579 -0.2753
F 2.8760 -0.7302 0.7509 -0.4483 -0.4018 -0.7324
C 5.6682 0.4097 -0.6737 -0.6508 0.8750 0.2141
C 5.9289 1.4471 -1.7803 -0.3116 -0.4407 1.0103
H 6.3239 0.9266 -2.6528 -0.2572 0.2235 -0.2104
H 5.0016 1.9938 -1.9517 -0.0342 -0.1039 -0.4831
H 6.6616 2.1809 -1.4447 0.1653 -0.0601 0.0829
H 4.9748 -0.3676 -0.9946 -0.2374 0.0797 -0.2163
H 6.6039 -0.1222 -0.5016 0.1923 0.1419 0.7933
H 5.3295 -0.6737 1.5963 -0.2618 -0.5631 -0.7225
C -6.4192 -2.1765 4.5300 -2.9740 -1.3498 -2.2397
O -7.0906 -2.2486 5.7830 -0.5655 0.5721 0.5806
O -7.4550 -2.2300 3.5463 3.3715 1.4127 2.2242
C -5.4129 -0.9319 4.5807 -2.4980 0.3415 -1.5198
F -4.2807 -0.9664 5.3112 0.2671 -0.6071 0.0734
F -5.0710 -0.6586 3.2989 0.7480 0.0109 0.2396
F -6.0674 0.1777 5.0171 0.1482 -0.0455 0.1650
C -6.4564 -2.6104 6.9639 -0.4102 0.2203 0.3668
C -7.5693 -2.8078 7.9922 -0.4168 -0.1752 -0.1220
H -8.1228 -1.8925 8.2021 0.2359 0.3143 -0.2089
H -8.3195 -3.4744 7.5667 0.0804 -0.2744 0.0835
H -7.2389 -3.1811 8.9615 0.2561 -0.2211 -0.0485
H -5.8181 -1.8170 7.3527 0.5516 0.1550 -0.0565
H -5.8755 -3.5215 6.8205 0.2499 -0.2189 0.1283
H -5.8639 -3.1027 4.3818 1.0349 -0.0977 0.3492
C 3.6660 -5.2507 -1.7851 -1.3119 -4.3186 -2.4666
O 4.5119 -5.7018 -0.7627 1.2351 0.0639 2.7206
O 3.2225 -6.4056 -2.4467 0.4628 3.3558 1.3111
C 2.4893 -4.3550 -1.2364 1.1786 -0.9419 -0.0799
F 1.4260 -4.1619 -2.0537 0.3536 -0.3589 0.5161
F 2.0396 -4.7413 -0.0087 -0.1838 0.1813 -0.8155
F 3.0309 -3.1342 -1.0639 -0.1159 1.4920 0.4710
C 5.4368 -4.8252 -0.0349 -1.5210 -1.3804 -1.0566
C 6.0960 -5.7760 0.9475 0.1680 0.3872 1.7152
H 5.4044 -6.0023 1.7590 -0.6521 -0.3846 -0.3667
H 6.5087 -6.7295 0.6179 -0.3094 0.2443 -0.7209
H 6.8628 -5.3445 1.5907 0.5890 0.6430 -0.4840
H 4.8415 -4.0473 0.4432 0.1941 0.0957 0.4965
H 6.1108 -4.3092 -0.7187 0.3259 -0.1410 -0.2446
H 4.3964 -4.6636 -2.3418 -0.4628 1.2412 -0.9901
C -0.9966 -5.2617 4.1600 3.9493 -1.1280 3.5536
O 0.0083 -4.3728 3.6489 -0.2280 2.2716 -1.1903
O -0.5895 -5.5390 5.4714 -2.1222 0.5161 -2.0082
C -2.3150 -4.5548 3.8842 -0.8437 -0.0346 1.0607
F -2.5275 -3.4376 4.6166 1.0827 1.1171 -0.6194
F -2.4955 -4.3117 2.5676 0.2820 0.6571 -0.1269
F -3.3730 -5.2610 4.2513 -0.5190 -1.6828 -0.0520
C 1.3419 -4.7485 3.3378 -1.6705 -1.6397 0.2041
C 2.0670 -3.5064 3.0237 0.8887 0.5718 -0.0509
H 3.0744 -3.7067 2.6588 0.0083 -0.1104 -0.3098
H 1.5341 -2.8880 2.3015 0.1967 -0.0392 0.1732
H 2.2298 -2.9684 3.9576 -0.3414 0.3566 -0.2216
H 1.2898 -5.4668 2.5196 0.2826 0.0469 -0.4106
H 1.8190 -5.2886 4.1556 -0.0713 -0.0134 0.4313
H -0.9374 -6.1584 3.5432 -0.5806 -0.4229 -0.4443
C -4.0321 -2.8226 -5.0919 -2.3212 2.0847 -5.1725
O -4.4033 -2.2205 -3.8885 1.8371 0.6566 1.3092
O -4.6713 -2.0849 -6.1469 2.2803 -1.3522 1.7670
C -2.4325 -3.0014 -5.2206 -3.9390 0.5597 -0.1905
F -1.7781 -1.9199 -4.9032 1.5558 2.1725 0.9402
F -2.1785 -3.9517 -4.3836 1.5508 -1.9773 2.2561
F -1.9302 -3.3928 -6.3817 -0.3326 -0.1521 -1.2495
C -5.7069 -2.2671 -3.3741 0.1347 -0.6690 1.6691
C -5.7443 -1.5650 -1.9959 0.4473 -0.2189 -1.1257
H -5.3779 -0.5393 -2.0387 -0.3116 0.1915 0.0321
H -6.7859 -1.6486 -1.6858 0.1587 0.3291 0.4511
H -5.0877 -2.1148 -1.3217 -0.1994 0.0146 0.2072
H -5.8861 -3.2864 -3.0320 -0.4684 -0.5485 -0.7443
H -6.5419 -1.9098 -3.9767 0.5014 0.0347 -0.6692
H -4.3147 -3.8715 -5.1814 -0.5068 -0.4875 0.5349